1.
64
Properties=species:S:1:pos:R:3:forces:R:3 method="wB97M-V/def2-TZVPD" lumo_ev=-2.55 homo_ha=-0.35219 charge=+1
C 4.220 -0.882 -0.523 0.9 0.2 0.4
C 3.699 0.431 0.340 0.1 -0.9 0.8
C 2.085 0.701 0.245 0.5 0.7 -0.2
C 1.570 1.251 -1.219 0.4 -1.7 -0.2
C -0.031 0.913 -1.340 -0.1 0.0 -0.8
C -0.925 2.106 -2.057 1.2 -0.1 -0.5
C -0.700 3.579 -1.362 -0.4 0.5 0.1
C -0.873 3.597 0.268 -0.5 0.4 0.0
C -2.290 2.878 0.789 0.4 1.2 0.6
C -1.957 1.839 2.012 0.1 0.6 0.8
C -3.263 1.117 2.690 0.1 -1.2 -0.4
C -4.427 0.656 1.613 -1.0 0.3 0.8
C -4.113 -0.761 0.847 0.0 0.5 3.1
N -3.681 -0.628 -0.596 0.1 -2.3 0.8
C -3.794 -2.050 -1.186 -1.7 -0.1 -3.5
C -3.201 -1.741 -2.719 -0.4 0.9 1.3
C -3.925 -0.276 -3.033 -1.1 -1.9 0.7
C -4.486 0.212 -1.563 0.7 3.3 -2.3
H 4.266 -1.848 0.172 -0.3 2.1 -1.6
H 3.597 -1.096 -1.492 1.1 0.4 1.9
H 5.346 -0.664 -0.843 -2.5 -0.6 0.6
H 4.368 1.359 0.080 -1.6 -1.6 0.4
H 3.924 0.163 1.481 -0.4 0.7 -2.4
H 1.810 1.538 1.037 0.4 -1.9 -1.4
H 1.522 -0.318 0.493 1.2 2.2 -0.5
H 2.119 0.577 -2.033 -1.1 1.6 1.6
H 1.864 2.359 -1.457 -0.7 -2.1 0.8
H -0.423 0.606 -0.279 0.5 0.8 -1.9
H -0.134 -0.045 -2.026 0.2 1.8 1.4
H -2.058 1.778 -2.137 2.2 0.9 0.4
H -0.534 2.180 -3.182 -0.9 -0.1 2.4
H -1.502 4.325 -1.831 1.7 -1.6 1.0
H 0.359 4.068 -1.615 -2.3 -1.4 0.4
H 0.016 3.102 0.850 -1.6 0.8 -1.4
H -0.873 4.744 0.591 0.0 -2.6 -0.6
H -2.915 2.422 -0.094 1.4 0.7 1.7
H -2.936 3.786 1.219 1.1 -2.2 -0.8
H -1.457 2.494 2.876 -1.0 -1.4 -1.9
H -1.127 1.025 1.742 -1.9 1.8 0.3
H -3.783 1.741 3.535 1.1 -1.0 -1.8
H -2.874 0.105 3.189 -0.9 2.2 -0.8
H -4.738 1.542 0.877 0.9 -2.1 1.5
H -5.406 0.464 2.270 2.1 0.3 -1.5
H -3.211 -1.281 1.430 -1.9 1.1 -1.4
H -5.038 -1.485 1.012 1.9 1.6 -1.1
H -2.626 -0.512 -0.616 -1.5 1.1 -0.1
H -4.967 -2.108 -1.368 2.5 -0.7 0.9
H -3.288 -2.929 -0.604 -1.1 2.1 -0.9
H -3.576 -2.414 -3.601 1.3 0.7 2.2
H -2.048 -1.674 -2.486 -2.1 -0.2 -1.4
H -3.195 0.473 -3.558 -1.8 -1.4 1.0
H -4.912 -0.611 -3.614 2.5 1.3 0.7
H -4.229 1.376 -1.563 -0.2 -2.6 0.8
H -5.659 0.248 -1.450 2.5 -1.0 0.2
N 7.278 -4.695 1.253 -0.1 0.0 0.0
C 7.439 -4.745 2.613 0.0 0.0 0.1
C 7.052 -3.530 3.132 0.1 -0.4 0.1
C 6.637 -2.721 2.047 -0.1 0.0 -0.4
C 6.784 -3.467 0.899 0.0 0.1 -0.1
H 7.489 -5.448 0.611 -0.1 0.3 0.3
H 7.816 -5.638 3.094 -0.1 0.2 -0.1
H 7.066 -3.256 4.179 0.0 -0.1 -0.2
H 6.270 -1.704 2.098 0.1 -0.2 0.0
H 6.581 -3.229 -0.137 0.0 0.0 0.2

2.
72
Properties=species:S:1:pos:R:3:forces:R:3 method="wB97M-V/def2-TZVPD" lumo_ev=2.06 homo_ha=-0.17158 charge=-1
O 1.447 -1.067 -3.394 2.3 1.6 0.1
C 2.554 -0.594 -3.114 -1.3 -1.1 0.0
O 3.065 0.635 -3.540 -0.1 -2.2 -0.1
C 2.846 0.875 -4.953 -1.6 0.4 -1.1
C 3.447 -0.237 -5.914 0.3 0.8 -0.1
C 5.017 -0.468 -5.736 -0.3 -0.4 -0.7
C 5.385 -1.542 -4.614 0.0 -0.6 -1.2
S 6.455 -0.887 -3.251 6.2 -0.3 4.0
O 5.809 -1.056 -1.898 -0.4 -0.3 -2.7
O 6.833 0.559 -3.440 -1.5 -2.3 -1.0
O 7.844 -1.756 -3.247 -5.1 2.3 -1.0
H 3.237 -1.247 -2.468 -0.3 1.6 -0.5
H 1.709 0.906 -5.106 1.5 -0.1 0.1
H 3.209 1.928 -5.185 0.0 -1.5 0.5
H 2.833 -1.181 -5.796 0.9 0.9 0.0
H 3.279 0.112 -6.994 0.1 -0.3 1.5
H 5.573 0.524 -5.619 -0.8 -1.4 0.3
H 5.389 -0.887 -6.737 -0.5 0.5 1.4
H 4.469 -2.096 -4.207 1.3 1.1 -0.3
H 6.004 -2.356 -5.126 -0.6 1.2 1.0
C 2.161 0.913 0.228 -0.2 0.3 -0.3
C 3.570 0.812 0.771 0.3 -0.3 0.0
C 3.484 1.660 2.026 0.0 0.2 0.0
O 2.136 1.552 2.509 0.0 0.0 -0.1
C 1.332 0.930 1.497 0.0 -0.2 0.2
H 1.891 0.099 -0.446 0.0 0.0 0.1
H 2.038 1.859 -0.311 0.0 -0.1 0.0
H 3.792 -0.227 1.036 0.1 0.1 -0.1
H 4.336 1.156 0.075 0.0 -0.1 0.0
H 3.678 2.716 1.806 0.1 0.0 0.0
H 4.179 1.333 2.802 -0.1 0.0 0.0
H 1.100 -0.088 1.833 -0.1 0.0 -0.1
H 0.395 1.480 1.381 0.0 0.0 0.1
C -1.119 5.240 -0.096 -0.1 0.4 -0.1
C -1.678 3.854 -0.328 -0.1 -0.3 0.3
C -0.843 3.370 -1.499 0.2 -0.1 -0.3
O 0.440 4.005 -1.385 -0.4 0.1 0.2
C 0.354 5.041 -0.397 0.4 -0.2 0.1
H -1.299 5.624 0.910 0.0 0.0 0.0
H -1.556 5.942 -0.814 0.0 0.0 0.1
H -1.490 3.226 0.549 0.0 0.0 -0.1
H -2.749 3.840 -0.535 0.1 0.0 0.0
H -1.283 3.675 -2.455 -0.1 -0.1 0.0
H -0.717 2.286 -1.503 0.1 0.1 0.0
H 0.898 4.702 0.491 0.0 0.1 0.0
H 0.832 5.947 -0.774 0.0 -0.1 -0.1
C -1.863 -0.099 5.054 -0.1 0.2 0.3
C -2.196 -1.509 4.612 0.2 -0.4 0.0
C -3.105 -1.260 3.424 -0.2 0.1 -0.2
O -2.687 -0.023 2.834 0.0 -0.1 0.3
C -1.778 0.633 3.728 0.3 0.1 -0.3
H -0.946 -0.026 5.640 0.0 0.0 -0.1
H -2.685 0.306 5.653 0.1 0.0 0.0
H -1.285 -2.019 4.285 -0.1 0.0 0.0
H -2.665 -2.114 5.389 0.0 0.0 -0.1
H -4.149 -1.146 3.738 0.0 -0.1 0.0
H -3.051 -2.058 2.680 0.0 0.1 -0.1
H -0.774 0.560 3.299 0.0 0.1 0.1
H -2.044 1.689 3.814 0.0 0.0 -0.1
C -6.001 -4.078 1.180 0.0 -0.2 -0.4
C -6.963 -3.386 2.123 -0.1 0.4 0.1
C -7.019 -4.359 3.285 -0.1 -0.3 0.1
O -5.743 -5.009 3.343 -0.1 0.2 -0.2
C -5.015 -4.708 2.145 0.3 0.0 0.2
H -5.526 -3.405 0.465 0.0 0.0 0.1
H -6.526 -4.857 0.619 0.1 0.0 0.0
H -6.537 -2.433 2.454 -0.1 0.0 0.0
H -7.942 -3.188 1.685 0.0 0.0 0.0
H -7.781 -5.129 3.123 -0.1 0.1 0.0
H -7.222 -3.865 4.238 0.1 -0.1 0.0
H -4.214 -4.009 2.406 0.0 0.0 -0.1
H -4.566 -5.621 1.749 0.0 0.0 0.1

3.
72
Properties=species:S:1:pos:R:3:forces:R:3 method="wB97M-V/def2-TZVPD" lumo_ev="-2.49 / -2.49" homo_ha="-0.24174 / -0.24174" charge=0
Pb 0.284 -1.079 -0.575 -0.8 -0.4 -1.0
C 5.757 -0.268 1.118 -0.2 -0.4 -0.7
Si 5.205 -1.019 -0.550 -0.2 0.1 0.0
C 5.723 0.149 -1.973 -0.3 -0.5 0.6
C 5.889 -2.783 -0.809 -0.3 0.7 0.1
Se 2.911 -1.361 -0.546 1.5 -0.1 0.1
H 6.840 -0.239 1.183 0.3 0.0 0.0
H 5.383 -0.855 1.950 -0.1 -0.2 0.1
H 5.387 0.745 1.240 -0.1 0.2 -0.1
H 6.806 0.190 -2.045 0.3 0.0 0.0
H 5.362 1.162 -1.817 -0.1 0.1 0.1
H 5.336 -0.194 -2.927 -0.1 -0.1 -0.1
H 6.974 -2.811 -0.813 0.3 0.1 0.0
H 5.529 -3.188 -1.750 -0.1 0.0 -0.2
H 5.528 -3.439 -0.022 0.0 0.0 0.2
C -2.027 0.054 2.164 0.2 0.0 -0.2
C -1.064 -1.060 2.591 0.2 0.5 0.4
C -1.721 -2.432 2.293 0.5 -0.4 -0.4
C -0.781 -0.942 4.095 0.2 -0.1 -0.2
C 0.166 -1.066 1.773 -0.9 0.4 0.7
H -2.977 -0.060 2.684 -0.1 0.0 0.0
H -2.194 0.018 1.092 -0.2 0.0 -0.1
H -1.601 1.022 2.425 0.0 0.1 0.1
H -2.689 -2.472 2.789 0.0 0.2 0.1
H -1.096 -3.243 2.664 0.0 -0.1 0.0
H -1.869 -2.566 1.224 -0.1 0.0 -0.1
H -1.706 -1.007 4.664 -0.1 0.0 0.0
H -0.314 0.017 4.310 0.0 0.1 0.1
H -0.114 -1.732 4.433 0.1 -0.1 0.1
H 1.042 -1.382 2.338 0.2 -0.3 0.0
C -5.163 -1.912 0.539 0.0 -0.1 -0.3
C -4.712 -3.077 -0.325 -0.1 -0.2 0.4
O -4.266 -2.643 -1.599 0.4 0.2 -0.1
P -2.739 -2.139 -1.800 -0.6 -0.7 -1.4
O -2.347 -1.081 -0.825 0.3 0.4 0.9
Te -2.598 -1.680 -4.104 0.3 0.1 0.2
O -1.864 -3.453 -1.350 -0.2 0.8 0.5
C -1.932 -4.608 -2.166 -0.1 -0.7 -0.5
C -2.219 -5.849 -1.338 0.1 0.4 0.0
H -5.308 -2.247 1.562 -0.1 0.0 0.2
H -6.092 -1.496 0.160 -0.1 0.1 0.0
H -4.397 -1.143 0.505 0.0 0.1 0.1
H -5.539 -3.770 -0.526 0.2 0.1 0.2
H -3.906 -3.623 0.181 -0.1 -0.1 -0.1
H -0.971 -4.713 -2.680 -0.2 0.1 -0.1
H -2.717 -4.467 -2.917 0.2 -0.1 0.0
H -1.397 -6.054 -0.657 0.1 -0.1 0.1
H -2.348 -6.703 -1.999 0.0 -0.1 0.0
H -3.128 -5.711 -0.757 -0.1 -0.1 0.0
C 0.006 2.498 -2.491 -0.1 -0.2 0.1
As 0.182 1.798 -0.665 0.2 1.3 -0.1
C 2.003 2.401 -0.269 0.0 -0.1 0.0
C -0.898 3.142 0.378 0.0 -0.6 0.0
C -0.565 4.562 0.082 0.1 0.1 -0.1
C 0.525 5.167 0.703 0.0 0.0 0.0
C 0.868 6.476 0.418 0.0 0.0 0.0
C 0.112 7.212 -0.479 0.0 0.1 0.0
C -0.993 6.633 -1.079 0.0 0.0 -0.1
C -1.324 5.316 -0.808 0.0 -0.1 0.0
H 0.233 3.565 -2.529 0.0 -0.1 0.2
H -1.004 2.329 -2.864 0.0 -0.1 0.1
H 0.702 1.960 -3.135 0.0 0.0 0.1
H 2.178 3.431 -0.577 -0.2 0.0 0.0
H 2.696 1.741 -0.788 0.0 -0.1 0.0
H 2.192 2.297 0.800 0.0 0.0 0.0
H -0.694 2.913 1.426 -0.1 -0.1 -0.1
H -1.948 2.923 0.169 0.1 -0.1 0.0
H 1.099 4.605 1.428 0.1 0.0 0.0
H 1.720 6.926 0.905 0.1 0.0 0.0
H 0.379 8.234 -0.703 0.0 0.1 0.0
H -1.604 7.212 -1.754 0.0 0.0 -0.1
H -2.192 4.871 -1.277 -0.1 0.0 -0.1

no.,M (g mol⁻¹)
1,321.6
2,469.6
3,890.3